This record from the OMol25 dataset describes C24H41GeN2O2S3Si3Tc as an isolated structure. The level of theory is ωB97M-V/def2-TZVPD.

```
77
Properties=species:S:1:pos:R:3:mulliken_charge:R:1
Tc 0.9838 -1.2241 -0.1024 0.3113
S 2.6160 -3.4089 -1.7871 -0.4036
C 3.1884 -3.2598 -0.2107 0.0432
N 2.7548 -2.3641 0.6615 0.3102
C 3.3521 -2.4830 1.9144 -0.5786
C 3.0600 -1.7241 3.0465 0.0602
C 3.7442 -1.9730 4.2243 -1.0042
C 4.7236 -2.9658 4.2954 -0.4970
C 5.0192 -3.7310 3.1769 -0.3975
C 4.3264 -3.4848 1.9974 0.7303
S 4.4548 -4.2832 0.4597 -0.3617
H 2.3031 -0.9510 2.9988 0.2983
H 3.5180 -1.3799 5.1020 0.3776
H 5.2490 -3.1429 5.2253 0.3644
H 5.7718 -4.5091 3.2203 0.3712
O 1.9138 -0.2331 -1.7947 -0.6589
N 2.4787 0.9595 -1.8652 0.5447
C 2.6290 1.4770 -3.1036 -0.3614
C 3.2152 2.6936 -3.3063 -0.8570
C 3.6645 3.4059 -2.1901 -0.2610
C 3.5192 2.8614 -0.9421 -0.8145
C 2.9281 1.5906 -0.7354 0.5793
S 2.8120 0.8215 0.7749 -0.5167
H 2.2498 0.8448 -3.8897 0.5084
H 3.3121 3.0740 -4.3131 0.4193
H 4.1239 4.3800 -2.3096 0.3511
H 3.8620 3.3785 -0.0569 0.4239
C -1.1710 -3.3782 -1.2368 -0.3286
O -0.8600 -3.5524 0.1430 -0.3759
C -0.0544 -2.6646 0.7304 0.8682
C 0.0788 -3.0814 2.1625 -1.5207
H -0.3994 -3.8395 -1.8480 0.3711
H -1.2346 -2.3174 -1.4733 -0.4121
H -2.1395 -3.8496 -1.3970 0.3421
H -0.8882 -3.4186 2.5453 0.4676
H 0.4644 -2.2801 2.7915 0.1618
H 0.7811 -3.9209 2.2157 0.3216
C -4.5569 0.7338 0.8349 -1.1230
Si -2.9470 -0.2099 1.1095 0.3648
C -3.5350 -1.9917 0.9754 -1.0366
C -2.4289 0.0953 2.8995 -1.0007
Ge -1.0506 0.3285 -0.2575 1.0689
Si -2.0084 0.5380 -2.4362 0.0473
C -3.0019 -0.9664 -2.9829 -1.1246
C -0.6825 0.7702 -3.7381 -0.9939
C -3.1859 1.9942 -2.6099 -0.9960
Si -0.7726 2.6686 0.2485 0.3411
C 0.0296 3.5820 -1.1917 -0.3985
C -2.3701 3.6159 0.5946 -1.3337
C 0.2291 3.0066 1.7954 -0.9554
H -5.2927 0.3811 1.5691 0.3642
H -4.9631 0.5334 -0.1626 0.2309
H -4.4556 1.8134 0.9425 0.2866
H -4.2596 -2.1826 1.7768 0.4108
H -2.7360 -2.7286 1.0486 0.1767
H -4.0467 -2.1478 0.0180 0.2375
H -3.0441 -0.4731 3.6072 0.3934
H -2.5232 1.1606 3.1433 0.2831
H -1.3808 -0.1826 3.0536 0.1394
H -2.3459 -1.7857 -3.2912 0.3127
H -3.6259 -0.6924 -3.8422 0.3975
H -3.6581 -1.3408 -2.1895 0.1825
H 0.0334 -0.0557 -3.6792 0.1164
H -0.1339 1.7053 -3.5850 0.2651
H -1.1247 0.7860 -4.7422 0.5196
H -4.0060 1.9426 -1.8868 0.1938
H -3.6148 2.0007 -3.6195 0.4077
H -2.6656 2.9438 -2.4561 0.2188
H -0.7336 3.8614 -1.9272 0.3955
H 0.7876 2.9886 -1.7099 -0.3393
H 0.5102 4.4998 -0.8319 0.3822
H -3.1431 3.4652 -0.1610 0.3173
H -2.1278 4.6854 0.6344 0.3905
H -2.7858 3.3374 1.5670 0.2698
H 1.2101 2.5234 1.7740 0.1378
H -0.3112 2.6396 2.6771 0.2378
H 0.3669 4.0900 1.9076 0.3355
```

The value obtained for the largest force on an atom is 0.63 eV Å⁻¹. The gap between HOMO and LUMO (spin up / spin down) comes out at 7.05 / 6.74 eV. The value obtained for the molar mass is 740.7 Da. Its spin multiplicity is 4. Its total charge is -1. As for the LUMO energy (spin up / spin down): 2.67 / 2.66 eV.

***

This record from the OMol25 dataset describes C24H41MoN5O6Si2 as an isolated structure. The level of theory is ωB97M-V/def2-TZVPD.

```
79
Properties=species:S:1:pos:R:3:mulliken_charge:R:1
Mo -0.0957 0.9323 -0.4425 -0.7351
N -1.0164 2.5634 -0.1063 -0.5151
N 0.1553 1.7913 -2.2601 -0.3060
C 0.4035 0.6075 -2.9375 0.5353
O 0.5985 0.4276 -4.1092 -0.6840
O 0.3758 -0.3217 -1.9704 -0.6543
H -1.4715 3.0101 -0.8928 0.1963
H -1.1963 3.1050 0.7298 -0.1226
H 0.1295 2.6684 -2.7547 0.1143
O 0.6176 -2.6768 1.4417 -0.6475
N 0.0808 -1.9208 0.6631 0.3990
O -0.5887 -2.2235 -0.2933 -0.3332
O 0.2696 -0.6116 0.9136 -0.0377
C 2.4276 1.0311 2.4914 -1.3564
Si 0.9350 1.8828 1.7606 1.1886
C -0.4511 1.7070 3.0097 -1.3412
C 1.3400 3.7190 1.6092 0.9905
C 0.3895 4.6876 1.9471 -0.4305
C 0.6555 6.0441 1.8169 -0.7408
C 1.8901 6.4657 1.3486 -0.5594
C 2.8608 5.5254 1.0332 -0.6823
C 2.5871 4.1717 1.1671 -0.2830
H 2.5942 1.4277 3.4953 0.5524
H 3.3387 1.1903 1.9122 0.2533
H 2.2470 -0.0428 2.5658 0.2614
H -0.2052 2.2326 3.9358 0.5979
H -0.5690 0.6494 3.2404 0.2217
H -1.4202 2.0756 2.6668 0.2967
H -0.5739 4.3811 2.3433 0.3116
H -0.0978 6.7722 2.0902 0.4022
H 2.1011 7.5222 1.2451 0.3805
H 3.8359 5.8497 0.6909 0.4056
H 3.3721 3.4573 0.9473 0.3244
C -3.7161 1.4367 0.0723 -1.4632
Si -2.6776 -0.1135 -0.2897 0.9729
C -3.1907 -0.6363 -2.0727 2.4607
C -2.4297 -1.8414 -2.6406 -1.7046
C -4.6842 -1.0079 -2.0243 -1.9959
C -3.0403 0.5418 -3.0385 -1.6202
C -3.2928 -1.3569 1.0971 2.3830
C -4.7736 -1.0542 1.4104 -1.9928
C -2.5607 -1.1151 2.4251 -1.6662
C -3.2284 -2.8519 0.7435 -1.5721
H -4.7861 1.2417 -0.0024 0.5043
H -3.4913 2.2331 -0.6359 0.3954
H -3.5115 1.8142 1.0784 0.1524
H -2.5324 -2.7212 -2.0079 0.2862
H -1.3673 -1.6505 -2.7573 0.1647
H -2.8431 -2.0884 -3.6251 0.5553
H -4.8483 -1.9380 -1.4800 0.3983
H -5.0352 -1.1648 -3.0497 0.5617
H -5.3081 -0.2307 -1.5788 0.3074
H -2.0037 0.8612 -3.1576 0.1035
H -3.6378 1.4028 -2.7301 0.3209
H -3.3972 0.2381 -4.0281 0.5411
H -4.9468 -0.0293 1.7342 0.3409
H -5.0686 -1.7031 2.2409 0.6254
H -5.4386 -1.2723 0.5754 0.3292
H -2.6727 -0.0794 2.7536 0.3558
H -1.4993 -1.3411 2.3910 0.1497
H -3.0045 -1.7512 3.1987 0.5579
H -3.6292 -3.0583 -0.2487 0.2698
H -3.8469 -3.4032 1.4592 0.5191
H -2.2271 -3.2686 0.7861 0.3103
N 7.2226 1.2262 -1.4075 -0.3545
C 6.4580 0.1096 -1.2767 0.1515
O 6.9081 -1.0125 -1.3462 -0.5962
C 4.9859 0.3400 -1.0377 0.8820
C 4.3254 1.5156 -1.3619 -1.1020
C 2.9706 1.6163 -1.1038 -0.8579
N 2.2636 0.6306 -0.5427 1.5129
C 2.8986 -0.5079 -0.2492 -0.8301
C 4.2473 -0.6922 -0.4840 -0.9935
H 8.2166 1.0871 -1.4810 0.2428
H 6.8922 2.1297 -1.1234 0.1801
H 4.8277 2.3433 -1.8442 0.4162
H 2.4271 2.5148 -1.3576 0.6989
H 2.3212 -1.2958 0.2026 0.5504
H 4.7282 -1.6299 -0.2457 0.5460
```

The value obtained for the largest force on an atom is 0.68 eV Å⁻¹. The gap between HOMO and LUMO comes out at 7.27 eV. The value obtained for the molar mass is 647.7 Da. As for the LUMO energy: -1.23 eV.

***

Question: The lowest molar mass belongs to which entry?
Answer: C24H41MoN5O6Si2

***

Question: The lowest molar mass belongs to which entry?
Answer: C24H41MoN5O6Si2

***

Question: Among the records above, which one has the lowest molar mass?
Answer: C24H41MoN5O6Si2